1.
A 2-piece molecular cluster, C4H8N2S overall. Source: the OMol25 dataset; level of theory: ωB97M-V/def2-TZVPD.

Results
DFT total energy	-664.6996	Eh
HOMO	-8.081	eV
energy relative to the best compared isomer or geometry (same formula, charge and spin)	146.32	kcal per mole
frontier orbital gap	6.97	eV

Last column: natural (NBO) charge in e.
Geometry (Å):
C 1.454 0.504 0.642  -0.40
H -0.054 -1.131 -1.463  0.39
C 1.458 -0.905 0.121  -0.21
C -1.050 0.944 -0.243  0.10
H 0.778 1.675 -1.050  0.18
H 0.990 0.438 1.624  0.21
H 0.675 -1.443 0.666  0.17
N -1.614 -0.157 -0.231  -0.58
H -1.720 1.956 -0.103  0.17
H 2.335 1.147 0.553  0.22
N 0.660 -0.459 -1.041  -0.62
S -3.316 -0.074 -0.015  0.17
C 0.352 0.803 -0.422  -0.11
H 2.382 -1.454 -0.033  0.19
H -3.329 -1.844 0.996  0.11

2.
A 2-piece molecular cluster, C3H4FNO2S overall. Source: the OMol25 dataset; level of theory: ωB97M-V/def2-TZVPD.

Results
DFT total energy	-819.8421	Eh
HOMO	-11.879	eV
energy relative to the best compared isomer or geometry (same formula, charge and spin)	89.86	kcal per mole
frontier orbital gap	9.70	eV

Last column: natural (NBO) charge in e.
Geometry (Å):
F -1.211 2.531 0.648  -0.50
C 0.464 0.851 -0.220  -0.18
C -0.209 -0.363 0.100  -0.74
H 1.419 0.970 0.151  0.23
H -0.273 -0.479 1.116  0.27
H 0.249 -1.312 -0.170  0.29
O -1.554 1.914 -1.576  -0.87
S -0.452 2.290 -0.760  2.37
O 0.350 3.419 -1.045  -0.85
H -1.333 -0.163 -0.108  0.26
N 1.529 0.786 -3.464  -0.41
C 1.176 0.858 -2.386  0.13

3.
C40H42BFN9OS2SiSr as an isolated structure. Source: the OMol25 dataset; level of theory: ωB97M-V/def2-TZVPD.

Results
net charge	-1
DFT total energy	-3359.0910	Eh
HOMO	-4.558	eV
energy relative to the best compared isomer or geometry (same formula, charge and spin)	4.46	kcal per mole
frontier orbital gap	7.00	eV

Last column: Löwdin charge in e.
Geometry (Å):
C 4.239 2.117 -5.869  -0.11
B -3.738 -2.932 -1.337  -0.43
C 0.582 1.665 1.889  -0.23
H 0.670 -5.935 1.609  0.11
C -0.717 3.464 -0.670  -0.14
H -0.185 5.270 0.346  0.11
C 3.439 0.866 -3.975  -0.03
C -0.891 2.885 3.242  -0.06
H 2.360 3.550 4.031  0.09
C 1.688 2.191 2.500  -0.04
H -3.436 1.802 4.311  0.01
H -5.039 1.422 3.665  0.02
H -3.914 3.704 0.411  0.02
H 2.766 3.415 -2.164  0.12
H -1.881 3.175 3.567  0.07
H -2.802 -3.539 -1.792  0.05
H -5.806 -2.056 -3.014  0.11
H -5.343 0.272 -4.420  0.08
H -5.069 -3.806 0.965  0.11
N -3.029 -0.634 -2.270  -0.06
N 0.991 -2.913 -4.241  0.05
H 0.033 4.152 4.684  0.09
O 3.837 -1.209 -0.228  -0.51
H 5.338 0.543 -4.907  0.10
H 5.525 0.074 4.170  0.10
C 1.416 4.488 -0.877  -0.06
C -4.211 -3.194 1.186  -0.11
H -1.867 -1.466 2.624  0.09
C 0.844 2.467 -2.030  -0.23
H -3.173 4.189 1.941  0.01
C 2.697 -3.369 0.784  -0.39
N -1.763 1.360 1.463  -0.15
N -2.485 -1.925 0.683  -0.05
H -5.551 1.061 0.734  0.04
C -2.562 -2.020 2.010  -0.20
H -4.521 -0.369 0.859  0.01
H 1.169 3.190 -4.918  0.12
C -4.978 -1.368 -2.975  -0.11
H -3.960 -3.080 3.385  0.08
S 0.284 -2.611 -1.723  0.53
H -1.706 3.411 -0.236  0.08
H 0.985 -1.431 2.914  0.11
H -4.245 0.817 -0.420  0.02
C 1.508 3.116 3.525  -0.12
C -3.486 0.215 -3.188  -0.18
C 0.139 4.500 -0.339  -0.05
C -3.637 -2.825 2.390  -0.08
C 3.068 2.859 -5.874  -0.09
C 3.860 -5.441 0.569  -0.08
H 1.043 -3.879 -3.978  0.06
C 2.244 -0.709 4.500  -0.07
H 2.731 -7.193 1.075  0.10
H 2.671 1.874 2.172  0.12
C 1.775 3.466 -1.735  -0.01
C 3.849 -4.058 0.455  -0.07
C 2.260 1.612 -3.974  -0.19
C 1.546 -4.028 1.190  -0.11
H 1.479 -2.591 -5.059  0.08
N -0.384 2.466 -1.492  0.07
H 5.008 2.312 -6.606  0.09
C 0.791 -2.004 -3.243  -0.89
C 3.016 -1.148 2.277  -0.37
H -2.904 1.087 -3.449  0.10
C 1.232 1.353 -2.925  -0.21
C -4.524 0.698 0.630  -0.16
H -4.875 3.711 1.885  0.02
H 2.130 5.259 -0.617  0.11
H 4.753 -5.997 0.312  0.10
C 0.206 3.443 3.882  -0.12
C -3.968 1.234 3.546  -0.17
H -3.796 0.171 3.728  0.01
C 4.288 -0.712 2.605  -0.07
H 1.442 -0.677 5.226  0.11
Sr -1.044 -0.132 -0.644  1.20
F 0.801 0.735 0.889  -0.10
S 2.640 -1.591 0.576  0.94
C 1.566 -5.408 1.307  -0.07
N -3.505 -2.649 0.184  -0.10
N -3.954 -1.604 -2.143  -0.09
Si -3.422 1.671 1.787  0.36
H -4.781 -3.550 -1.414  0.06
N 1.038 -0.760 -3.623  -0.03
C 1.987 -1.138 3.207  -0.09
H 3.567 0.085 -3.235  0.12
C -0.771 1.946 2.181  -0.36
H 3.713 0.078 5.848  0.10
C -4.727 -0.201 -3.675  -0.08
N 0.717 0.192 -2.717  -0.02
C 2.723 -6.113 1.000  -0.09
C -3.880 3.494 1.484  -0.18
H 0.632 -3.473 1.373  0.10
C 4.424 1.122 -4.915  -0.08
C 4.537 -0.277 3.900  -0.08
H 5.049 -0.697 1.835  0.11
H 2.917 3.632 -6.617  0.09
C 3.518 -0.278 4.845  -0.09
H 4.706 -3.502 0.096  0.11
C 2.084 2.609 -4.924  -0.04

4.
C14H34O12P2 as an isolated structure. Source: the OMol25 dataset; level of theory: ωB97M-V/def2-TZVPD.

Results
DFT total energy	-2139.1438	Eh
HOMO	-8.672	eV
energy relative to the best compared isomer or geometry (same formula, charge and spin)	238.23	kcal per mole
frontier orbital gap	9.20	eV

Last column: natural (NBO) charge in e.
Geometry (Å):
C -3.288 -2.615 -0.514  -0.24
C -0.367 4.741 -4.569  -0.25
H 2.929 -0.386 4.312  0.24
C -0.229 0.808 -0.406  -0.30
H 0.751 -3.760 0.504  0.20
O -1.480 0.246 -0.750  -0.79
O 1.177 -2.242 5.506  -0.57
H -1.361 4.296 -4.515  0.20
C 3.091 -1.440 4.534  -0.72
O 1.230 -2.025 3.191  -0.56
H 1.426 0.266 -2.363  0.22
H 1.537 -0.690 0.614  0.19
H 0.766 -1.573 1.945  0.26
H 0.666 -2.235 -4.029  0.25
O -0.059 -0.810 -1.709  -0.61
O -0.591 1.615 -3.637  -1.06
H 2.420 0.773 -1.071  0.20
C 1.751 -2.058 4.448  0.80
P 0.310 2.704 -3.088  2.55
O 0.663 3.890 -4.132  -0.80
H -1.207 -0.737 2.908  0.27
C 1.382 -1.676 1.052  -0.63
H -0.334 5.637 -3.949  0.18
H -0.014 -3.533 3.289  0.18
H 2.404 -1.800 -3.596  0.22
H -0.351 -2.572 -0.062  0.19
H -1.712 2.293 1.478  0.19
O -3.601 -1.209 -0.181  -0.81
C 2.216 0.977 -2.122  -0.28
H -2.295 -2.029 2.621  0.24
H 3.595 -1.660 5.475  0.24
H -0.190 1.897 -0.357  0.17
O 1.255 -2.673 -1.214  -0.53
C 0.253 4.041 -0.788  -0.26
P -2.491 -0.229 0.460  2.61
H 1.338 3.969 -0.859  0.20
H 2.345 -1.879 1.520  0.21
H 0.519 0.548 -1.154  0.24
H 3.014 0.552 -2.731  0.20
C -2.745 2.026 1.700  -0.29
H -2.853 1.628 2.709  0.20
O -3.378 1.085 0.778  -0.80
H -1.531 -2.009 4.222  0.18
C 0.789 -1.624 -2.025  0.80
H 0.189 0.425 0.525  0.19
H 1.220 -0.506 -3.758  0.24
H -4.135 -3.194 -0.144  0.20
C -1.384 -1.782 3.166  -0.63
H -3.255 -2.540 -1.601  0.21
H -2.341 -2.961 -0.100  0.19
O -0.378 3.395 -1.852  -0.82
O 1.779 2.327 -2.520  -0.83
H 0.020 5.091 -0.608  0.19
H -0.124 5.056 -5.584  0.20
H 3.869 -1.792 3.856  0.22
C -0.048 -2.516 2.897  -0.11
H 0.075 -2.827 1.860  0.21
H -3.437 2.812 2.002  0.21
C 1.345 -1.559 -3.509  -0.70
C 0.709 -2.735 0.136  -0.11
H -0.066 3.587 0.150  0.18
O -1.786 -0.809 1.641  -1.18

5.
An isolated ion of composition C6H13N2 and charge +1. Source: the OMol25 dataset; level of theory: ωB97M-V/def2-TZVPD.

Results
net charge	+1
DFT total energy	-345.5905	Eh
HOMO	-14.451	eV
SMILES	C=N/C(=[NH+]\C)C(C)C
energy relative to the best compared isomer or geometry (same formula, charge and spin)	66.22	kcal per mole
frontier orbital gap	10.42	eV

Last column: natural (NBO) charge in e.
Geometry (Å):
N 0.346 -0.521 -1.166  -0.39
H -0.227 2.269 0.340  0.44
H -1.589 -2.301 0.917  0.25
H -0.426 -2.295 2.020  0.25
H 0.928 2.782 -1.822  0.22
N -0.103 1.643 -0.495  -0.53
C -0.402 -0.500 1.334  -0.09
C 0.651 0.000 2.326  -0.62
H 1.635 -0.198 2.031  0.23
C 0.216 -1.284 -2.170  0.08
H 0.055 -2.413 0.428  0.23
H -0.560 -1.348 -2.790  0.19
H 0.431 -0.433 3.243  0.24
C -0.084 0.345 -0.294  0.52
H 0.449 1.081 2.515  0.21
H -1.314 -0.028 1.659  0.22
H -0.730 3.003 -2.119  0.24
C 0.041 2.275 -1.809  -0.42
C -0.593 -1.921 1.027  -0.67
H 1.163 -1.666 -2.627  0.21
H 0.112 1.511 -2.546  0.21

6.
C29H47MoN2O2P2 as an isolated structure. Source: the OMol25 dataset; level of theory: ωB97M-V/def2-TZVPD.

Results
net charge	+1
2S+1	3
DFT total energy	-2143.7948	Eh
HOMO (alpha / beta)	-10.590 / -10.483	eV
frontier orbital gap (alpha / beta)	6.73 / 6.16	eV

Last column: Löwdin charge in e.
Geometry (Å):
N 0.849 -1.082 2.044  0.10
O -1.665 -0.878 -4.376  -0.10
H 5.222 -0.180 -0.107  0.11
C -1.449 3.224 0.577  -0.24
C -3.284 -3.375 3.905  -0.05
C -3.830 -2.163 -0.268  0.00
H 2.951 -0.958 0.500  0.04
H 4.057 -2.839 2.515  0.09
C 3.399 2.370 -1.454  -0.08
C -2.122 -2.439 4.027  -0.25
H 0.552 -4.413 -0.702  0.06
H 3.290 0.543 2.160  0.05
C -0.131 -1.346 3.091  -0.31
H 0.854 -3.156 -3.184  0.07
H -1.556 0.442 6.970  0.09
H -4.711 -0.062 2.274  0.13
H 1.199 0.985 -3.622  0.06
H -5.680 -1.887 0.834  0.12
C -4.643 -1.563 0.700  -0.02
H 0.778 0.003 4.556  0.08
H 3.516 3.317 -1.996  0.11
C -0.670 -0.183 6.733  -0.03
H 0.756 1.527 3.250  0.00
C 3.092 -2.676 1.985  -0.09
H -1.861 -3.334 -1.734  0.11
H 0.084 -3.505 0.791  0.03
H -0.661 3.778 0.039  0.05
C -2.509 -1.723 -0.440  -0.30
Mo 0.000 0.000 0.000  1.00
H 1.214 2.903 2.210  0.06
H -2.433 -0.280 -4.347  0.06
C 2.112 1.914 -1.123  -0.16
C -1.615 -2.279 -1.519  -0.26
H 1.246 2.516 -1.428  0.08
H -2.839 1.562 2.651  0.11
C -4.109 -0.544 1.500  -0.01
C -2.776 -0.155 1.318  -0.30
H -1.408 -2.739 2.026  0.09
N -2.003 -0.730 0.351  -0.07
C 1.895 0.698 -0.423  -0.38
O 0.227 0.959 -3.682  -0.12
H -1.610 0.322 3.038  0.06
H -2.621 -1.954 6.077  0.13
P -0.691 1.718 1.322  0.74
H 2.732 0.409 3.758  0.07
H 2.158 -2.121 -2.478  0.05
C 1.079 -2.193 -2.695  -0.22
C 0.361 2.380 2.675  -0.22
H -1.911 3.882 1.335  0.05
H -2.203 2.901 -0.159  0.05
H 4.174 -0.501 3.282  0.11
H 1.623 -3.063 4.151  0.10
H -0.597 0.790 -1.385  -0.03
C 3.061 -0.025 -0.066  -0.17
C 0.686 -3.477 -0.132  -0.23
H -0.902 -0.247 -4.270  0.00
H 0.791 -1.355 -3.346  0.02
H 2.081 -1.540 5.004  0.07
C 4.350 0.418 -0.401  -0.08
H 3.518 -2.714 0.968  0.07
H 3.291 -2.500 4.442  0.09
H -0.186 3.074 3.336  0.06
C -2.104 0.866 2.209  -0.24
H -0.511 -0.921 7.547  0.10
P 0.180 -1.999 -1.108  0.76
H -3.333 -3.835 2.898  0.08
C 2.279 -2.165 4.120  -0.09
H 5.536 1.970 -1.361  0.11
C -0.881 -0.898 5.421  -0.27
C -0.008 -0.690 4.363  -0.07
C 4.531 1.621 -1.101  -0.07
H -4.226 -2.813 4.093  0.09
C -1.230 -2.222 2.949  -0.01
H 2.523 -3.626 2.098  0.09
C 2.278 -1.467 2.665  -0.42
H -4.215 -2.961 -0.909  0.13
H 0.219 0.484 6.701  0.09
C -1.937 -1.781 5.254  0.01
C 3.158 -0.201 2.942  -0.05
H -1.761 -1.706 -2.468  0.07
H -3.186 -4.175 4.667  0.10
H 1.745 -3.365 0.153  0.01
H -0.050 0.910 -2.718  -0.04

7.
A 3-piece molecular cluster, C29H60Cl2N3O5P2S overall. Source: the OMol25 dataset; level of theory: ωB97M-V/def2-TZVPD.

Results
net charge	+1
2S+1	3
DFT total energy	-3682.4369	Eh
HOMO (alpha / beta)	-9.733 / -10.829	eV
frontier orbital gap (alpha / beta)	6.87 / 7.97	eV

Last column: Löwdin charge in e.
Geometry (Å):
H -5.133 -4.240 2.116  0.08
H -0.478 -0.247 -5.377  0.12
C 3.686 -2.016 0.694  -0.07
H -1.701 -2.593 -1.281  0.14
C -0.100 -2.015 1.528  -0.52
O 0.202 0.392 3.120  -0.31
H 4.683 -2.437 0.566  0.09
C -0.442 6.259 4.235  -0.17
Cl -2.720 -2.163 3.379  0.70
H -0.779 -3.011 -7.396  0.08
H 1.571 1.212 -5.209  0.11
H 0.223 4.696 2.882  0.12
C -2.094 5.179 6.586  -0.04
O 1.626 -0.309 5.133  -0.13
H -1.416 2.025 4.254  0.06
H -1.228 2.778 2.007  0.05
H -4.351 -4.148 3.690  0.06
Cl -2.404 -5.200 0.320  0.71
H 4.625 -2.448 -5.463  0.08
H 1.862 -0.798 -8.349  0.07
C 1.490 -1.894 -0.663  -0.11
H -2.259 7.371 3.938  0.13
C -1.074 3.018 4.540  -0.02
H -0.440 -0.836 -1.401  0.12
H -3.667 -2.725 1.301  0.08
C 2.942 -0.313 -5.870  -0.14
H 0.143 7.057 3.775  0.11
H 3.667 0.362 -6.328  0.13
H 0.168 5.871 5.055  0.11
C -2.109 3.328 2.347  -0.07
C 2.459 -4.159 0.063  -0.06
H 3.434 0.114 3.426  0.09
H -0.256 -3.730 0.202  0.10
C -1.571 -2.150 -0.299  -0.12
H -4.514 6.856 4.838  0.08
H 3.357 -4.762 -0.042  0.09
H -0.814 -1.249 -7.471  0.09
H -1.355 -2.592 -5.108  0.09
H -1.579 7.561 5.543  0.13
H 1.261 0.678 -6.840  0.11
H 2.021 -4.285 1.051  0.05
H -1.112 5.673 2.305  0.12
C -1.704 4.082 3.610  -0.47
N 1.934 -2.565 -6.025  -0.09
P 0.717 -2.456 3.117  0.92
N -0.682 -0.918 -0.415  -0.37
N -2.908 4.709 4.230  -0.09
H -3.816 -5.342 2.535  0.06
P 1.337 -0.417 3.576  0.27
C -4.047 6.334 5.670  -0.04
H 2.721 -2.306 -8.688  0.10
H 3.772 -0.946 0.512  0.08
H 1.890 -3.179 2.842  -0.09
H -0.833 -1.295 1.902  0.03
H -1.073 4.823 6.484  0.06
H 3.598 -0.791 -8.488  0.09
C -0.327 -2.948 -5.030  -0.05
C -1.762 6.833 4.751  -0.13
H -0.309 -3.994 -5.335  0.10
C 2.745 -2.698 -0.291  -0.40
H -4.728 5.551 6.005  0.09
C 4.330 -2.307 -6.500  -0.04
C -1.913 -3.942 1.499  -0.66
C 0.528 -0.667 -5.306  -0.15
H -1.375 -4.444 2.302  0.10
H 2.126 -1.059 5.473  0.09
O 2.679 0.035 2.834  -0.15
O -3.741 5.111 3.338  -0.02
H -2.903 2.610 2.553  0.09
H -0.532 1.387 0.190  -0.09
C 2.964 -1.644 -6.622  -0.49
O 2.351 -3.031 -4.899  -0.03
H 4.332 -3.282 -6.989  0.10
S -1.574 0.566 -0.009  0.95
H -2.555 -1.808 0.010  0.10
H 3.411 -2.172 1.734  0.03
H -1.349 3.116 5.584  0.06
C -0.709 5.175 3.193  -0.14
C 1.553 0.327 -5.848  -0.16
H 0.733 -0.797 -4.234  0.10
C -4.183 -4.326 2.633  -0.12
H 0.014 3.023 4.472  0.09
C -2.694 5.749 5.289  -0.49
C -0.903 -3.056 0.755  -0.35
H -2.708 4.368 6.981  0.09
H -3.913 7.049 6.482  0.09
H 3.304 -2.753 -1.228  0.14
H -2.439 3.994 1.551  0.08
H 1.851 -1.067 -1.283  0.13
C 0.531 -2.064 -5.934  -0.48
H 0.931 -2.536 -1.349  0.12
C 0.599 -1.243 0.392  -0.24
H 0.522 -2.172 -8.150  0.05
H 1.737 -4.563 -0.652  0.08
H 5.078 -1.677 -6.979  0.09
H -2.071 5.973 7.332  0.09
H 3.275 -0.478 -4.839  0.12
H -0.021 -2.891 -3.983  0.06
C -0.167 -2.113 -7.317  -0.01
H 0.968 -0.310 0.806  0.11
C -3.175 -3.297 2.081  -0.73
C 2.754 -1.375 -8.121  -0.04

8.
C4H11NOS in the gas phase. Source: the OMol25 dataset; level of theory: ωB97M-V/def2-TZVPD.

Results
DFT total energy	-687.1564	Eh
HOMO	-9.016	eV
SMILES	OCNCCCS
energy relative to the best compared isomer or geometry (same formula, charge and spin)	33.20	kcal per mole
frontier orbital gap	9.83	eV

Last column: natural (NBO) charge in e.
Geometry (Å):
H 2.834 -1.262 1.004  0.22
C -1.960 1.318 -0.553  0.10
H -0.738 -0.517 0.564  0.21
H -0.516 0.423 1.950  0.17
S 1.168 -2.335 -0.152  -0.06
O -2.084 2.092 -1.728  -0.71
H -2.852 1.500 0.063  0.15
H -2.021 0.262 -0.826  0.15
H 1.660 0.657 -0.123  0.22
N -0.735 1.508 0.162  -0.66
H 0.854 -1.430 -1.083  0.12
H -0.686 2.374 0.676  0.37
C 1.344 0.302 0.857  -0.42
H 1.647 0.968 1.662  0.21
H 1.477 -1.483 2.081  0.22
C 1.779 -1.137 1.110  -0.49
H -1.336 1.810 -2.272  0.46
C -0.197 0.363 0.894  -0.22